(w)
The following is a quantum chemistry calculation of C4H4ClNO in the gas phase, from OMol25.

Structure (XYZ):
```
11
C4H4ClNO, DFT ωB97M-V with the def2-TZVPD basis set
C 0.00 1.68 0.00
C -0.08 0.19 0.00
C -0.96 -1.73 0.00
C 0.91 -0.72 0.01
H -1.00 2.14 -0.01
H 0.51 2.07 0.88
H 0.53 2.06 -0.86
H -1.59 -2.62 -0.03
N -1.29 -0.50 0.01
O 0.37 -1.97 0.00
Cl 2.60 -0.59 0.00
```

Its total charge is 0. The orbital gap is 9.920 eV. The value obtained for the molar mass is 117.5 Da. Its SMILES is Cc1ncoc1Cl. The value obtained for the HOMO energy is -9.11 eV.

Here are the natural (NBO) charges for atoms 1 to 6, given in e:
1 C -0.64
2 C 0.06
3 C 0.32
4 C 0.17
5 H 0.24
6 H 0.23

=====

(x)
The following is a quantum chemistry calculation of C4H4ClNO in the gas phase, from OMol25.

Structure (XYZ):
```
11
C4H4ClNO, DFT ωB97M-V with the def2-TZVPD basis set
C 0.50 0.88 -0.27
C -0.73 0.80 0.58
C -1.03 -0.49 0.75
C 0.85 -0.59 -0.61
H 1.38 1.36 0.27
H -1.17 1.65 0.98
H -1.83 -0.98 1.32
H -0.11 -2.31 -0.04
N -0.08 -1.31 0.06
O 1.82 -0.88 -1.26
Cl 0.40 1.87 -1.78
```

Its total charge is 0. The orbital gap is 9.893 eV. The value obtained for the molar mass is 117.5 Da. Its SMILES is O=C1NC=C[C@@H]1Cl. The value obtained for the HOMO energy is -9.33 eV.

Here are the natural (NBO) charges for atoms 1 to 6, given in e:
1 C -0.32
2 C -0.27
3 C 0.01
4 C 0.66
5 H 0.26
6 H 0.23

=====

Which one sits at the bottom of the stability order? (w) does.

=====

(w)
The following is a quantum chemistry calculation of 4 unconnected molecules or ions with the total composition C4H15NO2, from OMol25.

Structure (XYZ):
```
22
C4H15NO2, DFT ωB97M-V with the def2-TZVPD basis set
C -0.52 1.97 0.90
C 0.69 1.58 0.03
C 0.18 0.70 -1.16
N -0.39 -0.55 -0.65
C -0.91 -1.39 -1.71
H -0.88 0.99 1.23
H -1.34 2.52 0.28
H -0.30 2.62 1.77
H 1.41 1.09 0.68
H 1.14 2.51 -0.39
H 1.03 0.59 -1.85
H -0.62 1.34 -1.56
H 0.47 -0.94 -0.02
H -1.14 -2.35 -1.16
H -0.19 -1.62 -2.52
H -1.69 -0.85 -2.25
H 2.19 -1.33 0.70
H 1.42 -1.64 -0.64
O 1.42 -1.29 1.28
H -1.21 -1.22 1.85
H 0.09 -1.42 2.46
O -0.85 -1.31 2.74
```

Its total charge is 0. The orbital gap is 6.464 eV. The value obtained for the molar mass is 109.2 Da. The value obtained for the HOMO energy is -9.67 eV.

Here are the natural (NBO) charges for atoms 1 to 6, given in e:
1 C -0.61
2 C -0.41
3 C -0.26
4 N -0.57
5 C -0.44
6 H 0.22

=====

(x)
The following is a quantum chemistry calculation of 3 unconnected molecules or ions with the total composition C4H15NO2, from OMol25.

Structure (XYZ):
```
22
C4H15NO2, DFT ωB97M-V with the def2-TZVPD basis set
C -1.80 -2.84 -1.52
N -1.32 -2.43 -0.17
C -0.94 -0.74 1.46
C -1.85 -1.32 0.48
C -2.27 -0.23 -0.43
H -2.90 -2.91 -1.67
H -1.35 -2.33 -2.35
H -1.52 -3.90 -1.70
H -0.43 -2.99 0.15
H -1.46 -0.23 2.26
H -0.45 -1.54 1.96
H -0.10 -0.26 1.00
H -2.69 -1.58 1.18
H -3.26 -0.46 -0.87
H -2.37 0.64 0.30
H -1.36 -0.21 -0.97
H 6.08 3.56 0.90
H 5.81 2.64 -0.28
O 6.05 3.54 -0.06
H 3.14 4.84 0.64
H 2.38 4.55 -0.56
O 2.62 4.19 0.25
```

Its total charge is 0. The orbital gap is 8.970 eV. The value obtained for the molar mass is 109.2 Da. Its SMILES is CNC(C)C.O.O. The value obtained for the HOMO energy is -8.07 eV.

Here are the natural (NBO) charges for atoms 1 to 6, given in e:
1 C -0.42
2 N -0.67
3 C -0.60
4 C -0.05
5 C -0.62
6 H 0.19

=====

Which one sits at the bottom of the stability order? (w) does.

=====

(w)
The following is a quantum chemistry calculation of 3 unconnected molecules or ions with the total composition C3H12O2S2, from OMol25.

Structure (XYZ):
```
19
C3H12O2S2, DFT ωB97M-V with the def2-TZVPD basis set
C 0.84 0.20 0.03
C 2.23 0.28 0.59
C 0.17 -1.02 0.66
S -1.64 -0.75 0.41
S -1.72 -0.93 -1.59
H 0.95 0.11 -1.05
H 0.32 1.12 0.20
H 2.86 -0.53 0.04
H 2.74 1.27 0.51
H 2.23 0.18 1.65
H 0.31 -1.11 1.76
H 0.52 -2.10 0.29
H -0.76 -0.22 -2.22
H 0.69 0.98 -3.90
H -0.31 2.16 -3.60
O 0.44 1.64 -3.25
H 1.70 1.72 3.29
H 1.45 0.99 4.58
O 2.12 1.52 4.15
```

Its total charge is 0. The orbital gap is 8.618 eV. The value obtained for the molar mass is 144.3 Da. Its SMILES is CCCSS.O.O. The value obtained for the HOMO energy is -8.35 eV.

Here are the natural (NBO) charges for atoms 1 to 6, given in e:
1 C -0.44
2 C -0.61
3 C -0.52
4 S 0.10
5 S -0.19
6 H 0.22

=====

(x)
The following is a quantum chemistry calculation of 3 unconnected molecules or ions with the total composition C3H12O2S2, from OMol25.

Structure (XYZ):
```
19
C3H12O2S2, DFT ωB97M-V with the def2-TZVPD basis set
C -0.03 0.93 -2.39
C 0.80 0.75 -1.10
S -0.33 0.87 0.37
S 0.57 2.30 1.56
C -0.82 3.24 2.18
H -0.32 -0.09 -2.73
H -0.98 1.40 -2.24
H 0.50 1.34 -3.26
H 1.40 1.67 -0.89
H 1.20 -0.25 -0.94
H -0.41 3.90 2.94
H -1.43 2.45 2.63
H -1.22 3.81 1.34
H 1.27 -4.35 0.31
H 2.42 -4.59 -0.56
O 1.46 -4.48 -0.63
H -1.69 -4.16 -1.62
H -0.85 -5.19 -1.16
O -1.77 -5.12 -1.47
```

Its total charge is 0. The orbital gap is 8.319 eV. The value obtained for the molar mass is 144.3 Da. Its SMILES is CCSSC.O.O. The value obtained for the HOMO energy is -8.01 eV.

Here are the natural (NBO) charges for atoms 1 to 6, given in e:
1 C -0.64
2 C -0.51
3 S 0.02
4 S 0.06
5 C -0.74
6 H 0.21

=====

Which one sits at the bottom of the stability order? (w) does.

=====

(w)
The following is a quantum chemistry calculation of 3 unconnected molecules or ions with the total composition C3H12O2S2, from OMol25.

Structure (XYZ):
```
19
C3H12O2S2, DFT ωB97M-V with the def2-TZVPD basis set
C -1.77 3.08 -2.08
C -0.28 3.19 -1.70
S 0.94 1.76 -2.24
S 0.10 -0.03 -1.62
C 1.64 -0.69 -0.91
H -2.36 2.28 -1.60
H -1.67 2.80 -3.22
H -2.40 4.03 -1.99
H 0.09 3.98 -2.43
H -0.07 3.02 -0.65
H 1.75 -1.79 -0.88
H 2.46 -0.26 -1.50
H 1.57 -0.31 0.18
H -3.68 -1.68 3.67
H -3.23 -2.78 4.71
O -3.25 -2.53 3.76
H 3.53 -4.59 3.65
H 3.36 -4.43 2.05
O 3.26 -5.08 2.77
```

Its total charge is 0. The orbital gap is 8.494 eV. The value obtained for the molar mass is 144.3 Da. Its SMILES is CCSSC.O.O. The value obtained for the HOMO energy is -7.97 eV.

Here are the natural (NBO) charges for atoms 1 to 6, given in e:
1 C -0.65
2 C -0.47
3 S -0.01
4 S 0.07
5 C -0.75
6 H 0.22

=====

(x)
The following is a quantum chemistry calculation of 3 unconnected molecules or ions with the total composition C3H12O2S2, from OMol25.

Structure (XYZ):
```
19
C3H12O2S2, DFT ωB97M-V with the def2-TZVPD basis set
C -0.08 0.22 -0.32
C -0.73 1.55 0.31
C 0.69 -0.62 0.79
S 1.88 -1.87 0.06
S 0.33 -2.80 -0.95
H -0.87 -0.43 -0.85
H 0.72 0.58 -1.02
H -1.31 1.23 1.18
H -1.49 1.85 -0.37
H -0.02 2.32 0.55
H 1.21 0.01 1.50
H -0.03 -1.11 1.46
H 1.22 -3.41 -1.70
H -1.02 -2.58 0.98
H -2.46 -2.96 1.00
O -1.87 -2.26 1.35
H 1.46 3.63 -2.09
H 1.09 2.87 -0.75
O 1.28 3.78 -1.14
```

Its total charge is 0. The orbital gap is 8.659 eV. The value obtained for the molar mass is 144.3 Da. Its SMILES is CCCSS.O.O. The value obtained for the HOMO energy is -8.49 eV.

Here are the natural (NBO) charges for atoms 1 to 6, given in e:
1 C -0.41
2 C -0.62
3 C -0.53
4 S 0.08
5 S -0.17
6 H 0.23

=====

(y)
The following is a quantum chemistry calculation of 3 unconnected molecules or ions with the total composition C3H12O2S2, from OMol25.

Structure (XYZ):
```
19
C3H12O2S2, DFT ωB97M-V with the def2-TZVPD basis set
C 0.41 0.58 -0.05
C -0.78 0.95 0.85
C -0.17 -0.33 -1.16
S 0.95 -1.45 -2.04
S 1.24 -3.10 -0.66
H 1.17 -0.03 0.45
H 0.93 1.42 -0.49
H -1.48 0.12 0.95
H -0.53 1.37 1.84
H -1.34 1.83 0.47
H -0.65 0.25 -1.95
H -0.85 -1.02 -0.65
H 0.96 -2.23 0.28
H -1.69 -2.82 -0.43
H -3.10 -2.38 -0.37
O -2.31 -2.40 0.19
H 2.83 2.47 1.27
H 2.04 3.80 0.91
O 2.39 2.98 0.61
```

Its total charge is 0. The orbital gap is 8.594 eV. The value obtained for the molar mass is 144.3 Da. Its SMILES is CCCSS.O.O. The value obtained for the HOMO energy is -8.27 eV.

Here are the natural (NBO) charges for atoms 1 to 6, given in e:
1 C -0.42
2 C -0.63
3 C -0.55
4 S 0.08
5 S -0.15
6 H 0.19

=====

Which one sits at the bottom of the stability order? (w) does.